Entry 1:
ORCA calculation (ωB97M-V/def2-TZVPD) on 18 unconnected molecules or ions with the total composition C54H99N9O36.

Summary:
HOMO in Eh: -0.336
LUMO energy in Ha: 0.006
Net charge: 0

Geometry (Å):
C  20.28655  -31.15664  -6.67561
C  20.12130  -29.71999  -7.12689
O  20.49889  -28.72469  -6.54635
N  19.44635  -29.45652  -8.32741
C  18.64302  -30.31429  -9.24891
H  20.58270  -31.86903  -7.45996
H  19.39445  -31.59064  -6.23635
H  21.02735  -31.13749  -5.92574
H  19.41786  -28.48229  -8.55387
H  19.25618  -30.70384  -10.09449
H  17.81348  -29.78533  -9.63511
H  18.35124  -31.22589  -8.68427
C  10.71944  -31.90074  -5.69959
C  10.50872  -30.47406  -5.38309
O  10.69922  -29.65970  -6.33034
N  10.15363  -30.10161  -4.08932
C  9.71169  -31.06396  -3.06682
H  9.78161  -32.38752  -5.53091
H  11.50518  -32.39926  -5.06982
H  10.94442  -32.10461  -6.74539
H  10.03638  -29.11497  -3.93552
H  10.43808  -31.41317  -2.35812
H  9.13099  -31.90149  -3.42516
H  8.95412  -30.52100  -2.43914
C  12.97178  -20.78179  -11.56217
C  13.14814  -21.11150  -10.14416
O  14.21509  -21.22565  -9.49463
N  11.98042  -21.17784  -9.49105
C  11.99170  -21.66456  -8.14359
H  11.94130  -20.70871  -11.93098
H  13.59057  -21.44614  -12.22374
H  13.36004  -19.76210  -11.58294
H  11.16579  -21.39466  -10.04209
H  12.40053  -20.88462  -7.49820
H  12.70072  -22.51685  -8.02355
H  11.06321  -22.03386  -7.75555
C  18.04956  -29.17816  -4.73360
C  17.26293  -29.35367  -3.43121
O  17.81612  -29.11166  -2.34277
N  16.01623  -29.79634  -3.54658
C  15.26097  -30.08797  -4.74075
H  17.35154  -29.35362  -5.62023
H  18.67022  -30.03010  -4.70014
H  18.72402  -28.32354  -4.82802
H  15.58702  -29.98647  -2.66683
H  15.86152  -30.75447  -5.37681
H  15.05759  -29.19012  -5.33617
H  14.30315  -30.53024  -4.55685
C  8.69920  -25.50600  -2.71096
C  9.97797  -26.26664  -2.94268
O  10.13317  -27.17478  -3.70328
N  10.99752  -25.84554  -2.10350
C  12.22755  -26.50800  -1.87958
H  8.99988  -24.48966  -2.45398
H  8.32784  -25.98377  -1.80769
H  7.87739  -25.63103  -3.36099
H  10.67812  -25.07042  -1.48366
H  12.24392  -27.37069  -2.56108
H  12.36076  -26.84812  -0.79913
H  13.09299  -25.88687  -2.23467
C  6.74081  -22.48912  -9.72981
C  7.89493  -21.53990  -9.62134
O  9.01166  -21.82880  -10.07197
N  7.67305  -20.30409  -9.14217
C  8.67738  -19.34267  -9.24232
H  7.00819  -23.49446  -10.06321
H  6.05068  -22.01030  -10.41036
H  6.18003  -22.71436  -8.79015
H  6.76017  -20.17516  -8.67611
H  8.36242  -18.63304  -10.04309
H  9.58718  -19.85018  -9.55871
H  8.92975  -18.77193  -8.37914
C  12.13383  -29.24927  -9.11839
C  13.21196  -30.07151  -8.48741
O  14.13591  -29.61990  -7.80696
N  13.20866  -31.40273  -8.72870
C  14.32868  -32.20965  -8.33374
H  11.23376  -29.75801  -8.80104
H  12.09637  -29.31055  -10.21223
H  12.22277  -28.20257  -8.89048
H  12.48093  -31.72230  -9.32890
H  14.33115  -32.54970  -7.25518
H  15.22896  -31.61289  -8.44818
H  14.46795  -33.09665  -8.97474
C  6.87202  -25.96512  -5.87690
C  6.21762  -26.74986  -7.00049
O  5.02239  -26.65337  -7.28315
N  7.03321  -27.60825  -7.71664
C  8.14187  -28.35398  -7.13649
H  7.33489  -26.64925  -5.15721
H  6.13603  -25.36429  -5.42164
H  7.62664  -25.35975  -6.35516
H  6.44966  -28.21976  -8.30182
H  8.66520  -29.02375  -7.80918
H  7.89821  -28.96996  -6.24081
H  8.87685  -27.62239  -6.83035
C  11.44783  -22.26898  0.80460
C  10.72742  -22.11844  -0.50375
O  10.41352  -23.02398  -1.31642
N  10.23599  -20.90281  -0.82939
C  9.31878  -20.70053  -2.01045
H  11.73781  -21.31099  1.24360
H  12.33716  -22.81288  0.68340
H  10.76048  -22.75570  1.48326
H  10.47022  -20.09182  -0.24950
H  8.35344  -21.18344  -1.90683
H  9.76110  -21.25415  -2.86548
H  9.26120  -19.63904  -2.21437
C  16.78261  -26.79919  -0.96949
C  17.82635  -26.36237  -1.97856
O  17.06872  -25.98302  -3.16569
C  15.82996  -26.50702  -3.03220
O  15.02430  -26.57164  -3.93187
O  15.60198  -26.90733  -1.72239
H  16.71624  -26.09607  -0.17322
H  17.00876  -27.76858  -0.43188
H  18.63930  -27.08234  -2.24915
H  18.38403  -25.51700  -1.53161
C  9.20408  -22.84037  -5.43614
C  8.40228  -22.22740  -6.52141
O  7.21280  -21.73841  -5.91222
C  7.20755  -22.25881  -4.63053
O  6.26640  -22.16152  -3.88815
O  8.31669  -22.90166  -4.29892
H  10.05782  -22.23222  -5.14107
H  9.44398  -23.88919  -5.49771
H  8.13599  -22.98442  -7.26560
H  8.86807  -21.40646  -7.08260
C  16.02700  -20.81289  -6.71373
C  16.34249  -22.03031  -7.62531
O  16.10914  -23.19175  -6.79710
C  16.03762  -22.75106  -5.52921
O  15.88947  -23.48448  -4.58403
O  16.04680  -21.35687  -5.40233
H  15.07592  -20.32171  -6.85436
H  16.88385  -20.16121  -6.81328
H  17.39074  -22.05106  -7.96995
H  15.62534  -22.20118  -8.45246
C  18.53271  -25.56547  -6.84706
C  17.16917  -26.16387  -6.38200
O  16.65643  -26.86940  -7.51985
C  17.46121  -26.68859  -8.54305
O  17.33824  -27.26703  -9.59358
O  18.40267  -25.78033  -8.26494
H  19.41123  -26.05855  -6.41554
H  18.75749  -24.48885  -6.76613
H  16.50152  -25.40974  -5.94494
H  17.32466  -26.86342  -5.59670
C  13.08524  -23.93192  -3.87925
C  13.25268  -23.20341  -2.60915
O  12.80014  -21.85110  -2.94277
C  12.84191  -21.76027  -4.29088
O  12.59997  -20.69428  -4.79855
O  13.12022  -22.92800  -4.89819
H  12.12628  -24.37223  -4.01811
H  13.93030  -24.54652  -4.10002
H  14.30806  -23.19509  -2.34703
H  12.65275  -23.52929  -1.72598
C  10.31518  -23.62126  -12.48335
C  10.01040  -24.43681  -11.22458
O  8.59037  -24.68785  -11.37163
C  8.11628  -23.94923  -12.36022
O  6.94631  -23.76447  -12.57737
O  9.05138  -23.43334  -13.16043
H  11.06582  -24.10756  -13.13369
H  10.72251  -22.67453  -12.21742
H  10.18662  -23.91583  -10.27183
H  10.42006  -25.43455  -11.12640
C  7.61156  -27.78633  -12.00865
C  8.27100  -27.61788  -10.67644
O  9.70490  -27.74831  -11.00315
C  9.78871  -28.07154  -12.29377
O  10.78839  -28.33590  -12.91754
O  8.64231  -27.98685  -12.95318
H  6.95501  -26.98763  -12.24392
H  7.03786  -28.74619  -11.98880
H  8.11183  -28.45134  -10.04209
H  8.12133  -26.68492  -10.15144
C  14.80387  -26.77041  -11.19499
C  13.64760  -26.99246  -12.12547
O  13.09284  -25.65389  -12.15177
C  13.41712  -25.03374  -10.95272
O  12.94209  -24.04324  -10.50170
O  14.27558  -25.80475  -10.26982
H  15.64698  -26.31098  -11.74081
H  15.12522  -27.64985  -10.69200
H  12.88577  -27.72538  -11.88808
H  13.95566  -27.27116  -13.15752
C  12.17510  -26.71144  -5.64102
C  13.03487  -26.69836  -6.89240
O  12.11923  -26.12931  -7.85147
C  11.16598  -25.51195  -7.19062
O  10.23244  -24.93544  -7.71494
O  11.32079  -25.59837  -5.84600
H  12.74563  -26.57831  -4.68146
H  11.58576  -27.64987  -5.53050
H  13.44839  -27.64620  -7.18616
H  13.83303  -25.98237  -6.75578

Atomic partial charges in e from the Löwdin method, atoms 1 to 6: -0.002, -0.527, 0.026, 0.028, -0.056, 0.090



Entry 2:
ORCA calculation (ωB97M-V/def2-TZVPD) on C4H3I in the gas phase.

Summary:
HOMO in Eh: -0.342
LUMO energy in Ha: 0.003
Energy relative to the best compared isomer or geometry (same formula, charge and spin) in kcal per mole: 48.7
Net charge: 0

Geometry (Å):
C  -1.05391  -0.22556  -0.08704
C  -0.71639  -1.46507  -0.23483
C  0.38347  0.07469  -0.36055
C  1.37231  -0.40485  0.39668
I  3.38700  -0.01703  -0.02043
H  -1.81496  0.52236  0.00455
H  0.58592  0.68662  -1.23121
H  1.20336  -1.03926  1.25080

Atomic partial charges in e from the Löwdin method, atoms 1 to 6: -0.188, 0.134, -0.355, -0.634, 0.802, 0.098



Entry 3:
ORCA calculation (ωB97M-V/def2-TZVPD) on 2 unconnected molecules or ions with the total composition C3H10NS.

Summary:
HOMO in Eh: -0.452
LUMO energy in Ha: -0.149
Energy relative to the best compared isomer or geometry (same formula, charge and spin) in kcal per mole: 94.9
Net charge: +1

Geometry (Å):
C  -1.47068  1.16827  0.77723
C  1.39177  -0.41703  0.60891
C  -1.26252  -0.19310  0.24612
N  -1.27504  -0.37403  -1.01994
S  2.27029  0.22257  -0.72896
H  -0.94077  1.94090  0.24162
H  -1.12338  1.27132  1.89969
H  -2.58458  1.39314  0.78850
H  2.09267  -0.18741  1.47956
H  1.43145  -1.43483  0.30877
H  -1.12238  -0.97262  0.97500
H  1.59393  -0.65227  -1.59226
H  -1.09916  0.29633  -1.75401
H  -1.16257  -1.35991  -1.38281
H  3.26096  -0.70135  -0.84745

Atomic partial charges in e from the Löwdin method, atoms 1 to 6: -0.064, -0.531, -0.184, 0.159, 0.890, 0.079



- What is the LUMO energy in the second record?
  0.003 Ha



- Which of these has the lowest LUMO energy?
  C3H10NS